Molecular formula: C23H70Cl3N30O14
Method: DFT, wB97M-V/def2-TZVPD

Positions of all 140 atoms, in Å:
C -0.54853 2.94766 0.81159
C -1.84922 2.13011 0.83197
C -2.31696 1.61674 2.21615
Cl -1.18200 1.94770 3.58995
C -2.74521 0.17350 2.21849
C -3.92764 -0.18258 2.77119
N -4.03668 -1.56135 2.60785
C -2.95183 -1.99776 2.01188
N -2.12716 -0.98731 1.73392
C -0.84880 -1.07355 1.03353
Cl 0.51750 -0.38078 1.91736
C -0.48615 -2.50898 0.64946
C -0.21480 -3.46804 1.82430
Cl -1.70282 -3.16303 -0.48614
H -0.26671 3.17482 -0.21669
H 0.29024 2.41106 1.25413
H -0.64325 3.90513 1.30873
H -2.62722 2.78948 0.45636
H -1.77574 1.32039 0.10825
H -3.20564 2.17858 2.48908
H -4.66834 0.43273 3.24700
H -4.81025 -2.14406 2.88885
H -2.81739 -3.04121 1.77724
H -0.95459 -0.50215 0.11288
H 0.43797 -2.44259 0.07815
H 0.01035 -2.91839 2.74052
H -1.05558 -4.12609 2.03333
H 0.68159 -4.03995 1.59474
C 1.43338 6.33638 1.01475
O 0.58446 5.61275 0.51357
N 2.13953 7.24961 0.28886
N 1.75483 6.28678 2.34092
H 2.84669 7.84545 0.68110
H 1.93668 7.31192 -0.69083
H 1.26541 5.62100 2.90822
H 2.45301 6.87083 2.76465
C -7.84868 0.87588 4.53121
O -7.49008 0.43477 3.44480
N -9.13801 0.78115 4.96083
N -6.99860 1.49991 5.39786
H -9.45940 1.13455 5.84308
H -9.79410 0.32640 4.35111
H -6.04090 1.59678 5.12249
H -7.28417 1.86608 6.28667
C -4.26112 -5.02684 -3.84522
O -5.26326 -5.54292 -4.31384
N -3.40142 -4.26508 -4.57139
N -3.92044 -5.19144 -2.52567
H -2.55876 -3.86201 -4.19647
H -3.61725 -4.13331 -5.54170
H -4.52471 -5.76356 -1.96338
H -3.11995 -4.78398 -2.09489
C 5.49321 5.33994 1.38370
O 5.56105 6.53952 1.64785
N 4.31445 4.74522 1.05565
N 6.57698 4.51946 1.38941
H 4.21169 3.77001 0.82937
H 3.51516 5.35088 1.03968
H 7.45854 4.93240 1.62172
H 6.55025 3.53531 1.17674
C -5.14831 1.61141 -1.57257
O -4.04554 1.49643 -1.05413
N -6.28285 1.81534 -0.84008
N -5.32987 1.54356 -2.92105
H -7.19491 1.91104 -1.24432
H -6.18495 1.86583 0.15611
H -4.51558 1.39614 -3.48702
H -6.22235 1.63568 -3.36736
C 7.14677 0.74872 2.18632
O 7.14474 1.63831 1.34583
N 8.20384 -0.08554 2.36280
N 6.07549 0.53736 3.01162
H 8.22084 -0.81315 3.04984
H 9.01328 0.04212 1.77197
H 5.28469 1.14464 2.90189
H 6.04866 -0.17803 3.71171
C 0.89809 -3.39172 -3.46068
O -0.16415 -3.98533 -3.60481
N 2.06774 -3.78707 -4.00925
N 1.00224 -2.24366 -2.71636
H 2.92336 -3.27563 -3.86898
H 2.06779 -4.61595 -4.57440
H 0.16324 -1.90031 -2.28701
H 1.86546 -1.74053 -2.59714
C -10.46575 4.23439 2.80041
O -11.55372 4.10625 3.32926
N -10.14764 5.31340 2.02232
N -9.47280 3.30201 2.94688
H -9.25788 5.43811 1.58013
H -10.85596 6.01248 1.89868
H -9.68192 2.50227 3.51436
H -8.56732 3.37712 2.52563
C -3.64590 -9.71391 -3.29326
O -3.24894 -10.86278 -3.22578
N -4.81460 -9.36762 -3.91299
N -2.95225 -8.66343 -2.75442
H -5.15049 -8.42334 -3.98336
H -5.35093 -10.10885 -4.32218
H -2.08612 -8.86964 -2.29492
H -3.26992 -7.71478 -2.79966
C 3.67625 -0.68629 -5.34632
O 3.58365 -1.27363 -4.27435
N 4.87495 -0.43822 -5.93350
N 2.57928 -0.23882 -6.02511
H 4.97683 0.03911 -6.80886
H 5.69758 -0.75353 -5.45194
H 1.68025 -0.42041 -5.61887
H 2.62818 0.24189 -6.90344
C 2.93493 1.94966 -1.52038
O 3.06086 2.41199 -0.40060
N 2.26151 0.77869 -1.75524
N 3.45092 2.55335 -2.62446
H 2.14687 0.37927 -2.66802
H 1.87189 0.31360 -0.95721
H 3.95416 3.41070 -2.48437
H 3.36282 2.18423 -3.55204
C 9.99689 4.09356 -0.77716
O 9.63091 3.31391 -1.63731
N 9.64967 3.95843 0.53935
N 10.78884 5.17514 -1.05841
H 9.94490 4.59193 1.25716
H 9.06757 3.17316 0.78321
H 11.06200 5.30556 -2.01363
H 11.10105 5.83026 -0.36816
C -6.30536 -3.99205 0.69785
O -5.22902 -4.35352 1.16265
N -7.32291 -3.54151 1.49008
N -6.56825 -4.00050 -0.63786
H -8.21070 -3.24094 1.13522
H -7.16625 -3.53026 2.47985
H -5.84479 -4.33201 -1.25036
H -7.43434 -3.69106 -1.03621
C 11.25585 -2.09370 1.64579
O 10.85589 -0.96936 1.38973
N 10.43511 -3.07815 2.12663
N 12.55644 -2.45803 1.46811
H 10.74735 -4.00585 2.34005
H 9.46935 -2.84863 2.25718
H 13.18328 -1.75915 1.11487
H 12.91029 -3.37348 1.66866

HOMO level: -10.27 eV
Frontier orbital gap: 0.303 Ha
Maximum force: 1.18 eV/A
Multiplicity: 1
DFT total energy: -135932.57586 eV
Total charge: +1

Here are the Mulliken charges for atoms 1 to 8, given in e:
1. C -1.4751
2. C -0.2450
3. C -0.3133
4. Cl -0.1336
5. C -0.1968
6. C -0.9228
7. N 0.1958
8. C -0.4833